(1)
41
Properties=species:S:1:pos:R:3:nbo_charge:R:1 method="wB97M-V/def2-TZVPD" charge=+1 e_homo_ha=-0.4455 spin_multiplicity=1 total_energy_ev=-33595.720 max_force_ev_per_a=2.82
C 1.8754 -2.8533 1.9255 -0.756
C 1.0201 -1.9272 2.8535 0.689
O 1.2462 -1.9623 4.0326 -0.442
N -0.0142 -0.9695 2.3969 -0.567
C 0.4715 -0.1581 1.2745 0.713
C 1.3646 1.0937 1.6073 -0.719
O 0.2184 -0.4178 0.1225 -0.528
C -1.2524 -1.5991 2.0323 0.191
C -1.4278 -2.9547 1.5564 0.045
N -2.6645 -3.4725 1.1874 -0.436
C -3.8178 -2.7342 1.2442 0.084
C -3.7801 -1.3445 1.7264 -0.203
C -2.4832 -0.7599 2.1320 -0.001
C -2.4379 0.7062 2.6487 0.739
O -2.0463 0.8729 3.7693 -0.450
O -2.7971 1.8131 1.9085 -0.676
H 1.6288 -2.7683 0.8355 0.233
H 2.9638 -2.6865 2.1517 0.283
H 1.6677 -3.9178 2.2444 0.256
H 0.7179 2.0003 1.7707 0.272
H 2.1316 1.2752 0.8124 0.255
H 1.9245 0.8551 2.5605 0.239
H -0.5667 -3.6505 1.4656 0.255
H -2.7398 -4.4300 0.8278 0.458
H -4.8028 -3.1695 0.9357 0.265
H -4.7108 -0.7318 1.7701 0.280
H -2.3013 1.8551 1.0635 0.516
C 2.8112 1.7455 -4.7194 -0.166
C 2.0879 2.9091 -4.9533 -0.204
C 1.1040 3.3071 -4.0594 -0.200
C 0.8569 2.5336 -2.9326 0.073
C 1.5691 1.3653 -2.6939 -0.216
C 2.5496 0.9724 -3.5940 -0.212
N -0.1633 2.9631 -1.9735 0.523
O -0.7826 3.9785 -2.2194 -0.348
O -0.3317 2.2754 -0.9750 -0.433
H 3.5830 1.4402 -5.4169 0.227
H 2.2940 3.5077 -5.8321 0.232
H 0.5463 4.2151 -4.2505 0.253
H 1.3741 0.7580 -1.8182 0.249
H 3.1139 0.0646 -3.4174 0.223



(2)
63
Properties=species:S:1:pos:R:3:nbo_charge:R:1 method="wB97M-V/def2-TZVPD" charge=0 smiles="O=C(CCCCCNC(=O)N1CCn2c1nc1ccccc12)N[C@H](Cc1ccccc1)C(=O)O" e_homo_ha=-0.2929 spin_multiplicity=1 total_energy_ev=-42039.667 max_force_ev_per_a=0.78
O -2.0950 -0.1373 -2.1159 -0.674
C -2.3975 -0.6792 -1.0541 0.722
C -2.7011 -2.1608 -0.9768 -0.493
C -1.6967 -2.9251 -0.1114 -0.383
C -0.2928 -2.8989 -0.7121 -0.406
C 0.7353 -3.5710 0.1980 -0.398
C 1.1141 -2.6982 1.4002 -0.217
N 1.9076 -1.5575 1.0171 -0.644
C 1.3907 -0.3234 0.8552 0.810
O 0.2247 -0.0167 1.0257 -0.684
N 2.3458 0.6119 0.4799 -0.446
C 2.0680 2.0337 0.2648 -0.219
C 3.4522 2.6911 0.0622 -0.209
N 4.3237 1.5488 0.0209 -0.359
C 3.6729 0.3849 0.2849 0.569
N 4.4295 -0.6774 0.2990 -0.574
C 5.6941 -0.1850 0.0251 0.194
C 6.9020 -0.8550 -0.0887 -0.240
C 8.0297 -0.1074 -0.3719 -0.226
C 7.9710 1.2739 -0.5402 -0.223
C 6.7775 1.9652 -0.4326 -0.235
C 5.6459 1.2247 -0.1496 0.088
N -2.5228 -0.0160 0.1002 -0.590
C -2.5361 1.4264 0.2838 -0.147
C -3.6956 2.0679 -0.5155 -0.436
C -5.0024 1.4341 -0.1337 -0.027
C -5.5499 0.4231 -0.9130 -0.227
C -6.7310 -0.1932 -0.5374 -0.195
C -7.3783 0.1949 0.6229 -0.223
C -6.8400 1.2032 1.4052 -0.219
C -5.6581 1.8162 1.0304 -0.172
C -1.2437 2.1672 -0.1019 0.821
O -0.7969 3.0247 0.6134 -0.612
O -0.7338 1.8936 -1.2833 -0.709
H -3.7089 -2.2847 -0.5720 0.229
H -2.6835 -2.5539 -1.9947 0.232
H -2.0310 -3.9611 -0.0159 0.208
H -1.6723 -2.4907 0.8889 0.194
H -0.3103 -3.4071 -1.6784 0.207
H 0.0061 -1.8647 -0.8875 0.213
H 0.3382 -4.5214 0.5602 0.199
H 1.6436 -3.7800 -0.3705 0.209
H 1.6890 -3.2906 2.1178 0.202
H 0.2187 -2.3187 1.8964 0.213
H 2.8876 -1.6955 0.7849 0.439
H 1.4352 2.1505 -0.6178 0.238
H 1.5231 2.4399 1.1186 0.241
H 3.7201 3.3535 0.8927 0.204
H 3.4995 3.2615 -0.8694 0.211
H 6.9496 -1.9243 0.0410 0.220
H 8.9835 -0.6051 -0.4658 0.212
H 8.8776 1.8176 -0.7600 0.213
H 6.7299 3.0358 -0.5631 0.215
H -2.6758 -0.5582 0.9339 0.413
H -2.6892 1.6089 1.3499 0.237
H -3.7058 3.1363 -0.2936 0.233
H -3.5135 1.9330 -1.5830 0.232
H -5.0518 0.1224 -1.8238 0.216
H -7.1485 -0.9757 -1.1543 0.212
H -8.3014 -0.2833 0.9148 0.214
H -7.3440 1.5133 2.3088 0.213
H -5.2410 2.6044 1.6409 0.204
H -1.2377 1.1545 -1.7498 0.512



(3)
29
Properties=species:S:1:pos:R:3:nbo_charge:R:1 method="wB97M-V/def2-TZVPD" charge=0 smiles=Nc1nc2c(s1)CCN1CCCC[C@H]21 e_homo_ha=-0.2733 spin_multiplicity=1 total_energy_ev=-25914.930 max_force_ev_per_a=7.05
N 3.4697 -1.9602 -0.0452 -0.815
C 2.6128 -0.8598 0.0396 0.189
N 1.3483 -1.2224 -0.1601 -0.515
C 0.4918 -0.2368 -0.2424 0.145
C 1.1098 1.0413 -0.2734 -0.261
S 2.8316 0.8364 -0.0832 0.404
C 0.4231 2.3887 0.1577 -0.425
C -1.0785 2.0374 0.5042 -0.210
N -1.5839 0.9536 -0.2625 -0.455
C -3.2144 0.7183 -0.1386 -0.207
C -3.3160 -0.7452 -0.8521 -0.421
C -2.8400 -1.8909 0.2866 -0.411
C -1.6057 -1.3630 1.0108 -0.469
C -0.9418 -0.4045 -0.1147 -0.064
H 3.2194 -2.9043 0.2080 0.419
H 4.6505 -1.7013 0.0623 0.382
H 0.3187 3.0492 -0.7745 0.203
H 1.0610 3.0090 0.8675 0.225
H -0.9257 1.8183 1.5319 0.152
H -1.7442 2.9641 0.4169 0.201
H -3.6206 1.5929 -0.6102 0.209
H -3.3786 0.6451 0.9058 0.176
H -2.7584 -0.8540 -1.7877 0.207
H -4.3742 -0.9712 -1.1144 0.213
H -2.7174 -2.8123 -0.3913 0.224
H -3.7140 -1.8894 1.0588 0.212
H -1.8352 -0.9165 2.0008 0.216
H -0.6509 -1.9946 0.9676 0.253
H -1.3222 -0.9290 -1.0015 0.221



(4)
41
Properties=species:S:1:pos:R:3:nbo_charge:R:1 method="wB97M-V/def2-TZVPD" charge=+1 e_homo_ha=-0.4901 spin_multiplicity=1 total_energy_ev=-36676.655 max_force_ev_per_a=1.88
C -2.6298 -1.5313 1.5461 -0.605
C -1.2506 -2.1396 1.3372 -0.860
Si 0.2463 -1.0671 1.7449 1.506
C 0.1668 -0.6524 3.5549 -1.121
C 1.7467 -2.1198 1.4346 -1.121
H 0.2776 0.2315 0.8768 -0.200
H -3.4027 -2.2728 1.3183 0.224
H -2.7798 -1.1938 2.5725 0.213
H -2.7961 -0.6686 0.8986 0.190
H -1.1102 -3.0125 1.9933 0.247
H -1.1341 -2.4924 0.3038 0.229
H 0.1787 -1.5958 4.1179 0.262
H 1.0337 -0.0542 3.8565 0.250
H -0.7472 -0.1061 3.8123 0.250
H 1.6590 -3.0265 2.0490 0.265
H 1.8349 -2.4235 0.3865 0.245
H 2.6656 -1.5953 1.7224 0.248
F 3.6653 -0.9145 -3.0206 -0.302
C 3.2921 0.1557 -2.2359 0.413
C 4.3055 0.9313 -1.6713 -0.238
C 3.8944 1.9872 -0.8515 0.402
F 4.8622 2.8170 -0.3298 -0.299
C 2.5630 2.2391 -0.5681 -0.191
C 1.5436 1.3713 -1.0799 -0.140
C 0.2215 1.4708 -0.4999 0.151
C -1.0760 1.2217 -1.0963 -0.139
C -2.1776 2.0442 -0.6948 -0.202
C -3.4710 1.6989 -1.0585 0.408
F -4.5247 2.4494 -0.5849 -0.299
C -3.7561 0.6080 -1.8829 -0.251
C -2.6681 -0.1604 -2.2955 0.418
F -2.9190 -1.2701 -3.0722 -0.303
C -1.3494 0.1241 -1.9560 -0.220
C 1.9385 0.3984 -2.0426 -0.207
H 5.3515 0.7497 -1.8922 0.279
H 2.2938 3.0734 0.0821 0.249
H 0.1772 2.1614 0.3574 0.243
H -2.0047 2.9230 -0.0723 0.250
H -4.7696 0.3771 -2.1999 0.279
H -0.5585 -0.5442 -2.2784 0.237
H 1.2074 -0.1923 -2.5817 0.240



(5)
16
Properties=species:S:1:pos:R:3:nbo_charge:R:1 method="wB97M-V/def2-TZVPD" charge=0 e_homo_ha=-0.3565 spin_multiplicity=1 total_energy_ev=-10332.695 max_force_ev_per_a=9.50
C 0.9860 -1.2904 0.6442 -0.229
C 0.3778 -0.2019 0.0209 0.353
C -1.0275 0.9827 -1.2984 -0.277
C -0.7834 1.5297 0.0147 -0.143
C -1.3079 0.9278 1.1344 -0.254
H 0.2034 -2.4718 -0.6056 0.423
H 1.9902 -0.8105 1.2934 0.200
H 0.4477 -1.5417 1.5072 0.223
H -0.5725 1.5895 -2.1613 0.224
H -2.0681 0.4946 -1.5026 0.235
H -0.8297 2.7172 0.2442 0.218
H -1.7882 1.0448 2.1428 0.247
H -1.7423 -0.0732 0.9883 0.188
N -0.2543 -0.3246 -1.1661 -0.443
N 0.2663 0.9781 0.8690 -0.381
O 1.8507 -2.1514 -0.3651 -0.585



(6)
14
Properties=species:S:1:pos:R:3:nbo_charge:R:1 method="wB97M-V/def2-TZVPD" charge=0 smiles=C1C[C@H]2OC[C@@H]12 e_homo_ha=-0.3484 spin_multiplicity=1 total_energy_ev=-7360.085 max_force_ev_per_a=1.31
C 1.1182 0.5329 0.2474 -0.401
C 1.0856 -0.9902 -0.0252 -0.430
C -0.3448 -0.8321 -0.5441 0.106
O -1.3937 -0.8334 0.4718 -0.539
C -1.4579 0.5964 0.4390 -0.052
C -0.2424 0.6991 -0.4738 -0.274
H 1.0992 0.8025 1.3069 0.207
H 1.9494 1.0582 -0.2281 0.210
H 1.1851 -1.6620 0.8284 0.219
H 1.8156 -1.2847 -0.7901 0.212
H -0.7897 -1.4435 -1.3316 0.188
H -1.3460 1.0258 1.4379 0.169
H -2.3934 0.9541 -0.0131 0.170
H -0.2852 1.3769 -1.3255 0.214



no.,frontier orbital gap (eV)
1,7.03
2,8.64
3,8.07
4,6.90
5,8.73
6,10.66